# 1
Entry from OMol25: 3 unconnected molecules or ions with the total composition H6O3 (ωB97M-V with the def2-TZVPD basis set).

XYZ file:
```
9
Properties=species:S:1:pos:R:3:lowdin_charge:R:1
O 10.831 -22.873 -4.629 -0.05
H 10.002 -22.891 -5.121 0.02
H 10.970 -23.795 -4.382 0.06
O 12.220 -20.481 -3.631 -0.08
H 11.692 -21.280 -3.804 -0.01
H 13.111 -20.712 -3.914 0.03
O 8.231 -24.111 -6.123 -0.06
H 8.337 -23.374 -6.737 0.04
H 7.418 -24.555 -6.392 0.04
```

Values from the calculation:
M = 54.05 g/mol
Charge = 0
HOMO level = -10.693 eV
SMILES = O.O.O
Gap between HOMO and LUMO = 11.13 eV
2S+1 = 1
Maximum force = 0.006 hartree/bohr
Energy relative to the best compared isomer or geometry (same formula, charge and spin) = 8.3 kcal/mol

# 2
Entry from OMol25: 3 unconnected molecules or ions with the total composition H6O3 (ωB97M-V with the def2-TZVPD basis set).

XYZ file:
```
9
Properties=species:S:1:pos:R:3:lowdin_charge:R:1
O -0.776 1.466 1.472 -0.03
H -0.732 1.872 2.337 0.06
H -1.615 1.756 1.113 0.06
O 1.060 -1.299 -2.377 -0.07
H 0.635 -0.894 -1.621 -0.03
H 1.974 -1.021 -2.316 0.02
O 0.023 -0.656 0.133 -0.05
H -0.416 0.119 0.484 -0.02
H -0.153 -1.343 0.776 0.05
```

Values from the calculation:
M = 54.05 g/mol
Charge = 0
HOMO level = -10.436 eV
SMILES = O.O.O
Gap between HOMO and LUMO = 10.78 eV
2S+1 = 1
Maximum force = 0.014 hartree/bohr
Energy relative to the best compared isomer or geometry (same formula, charge and spin) = 8.7 kcal/mol

# 3
Entry from OMol25: 3 unconnected molecules or ions with the total composition H6O3 (ωB97M-V with the def2-TZVPD basis set).

XYZ file:
```
9
Properties=species:S:1:pos:R:3:lowdin_charge:R:1
O 13.129 8.399 19.439 -0.04
H 13.368 7.897 20.218 0.05
H 13.770 8.136 18.778 0.05
O 13.368 11.175 19.590 -0.05
H 13.855 10.664 20.236 0.03
H 12.949 10.520 19.032 0.02
O 12.554 12.363 21.968 -0.06
H 12.740 11.891 22.780 0.02
H 12.603 11.694 21.285 -0.02
```

Values from the calculation:
M = 54.05 g/mol
Charge = 0
HOMO level = -10.904 eV
SMILES = O.O.O
Gap between HOMO and LUMO = 11.22 eV
2S+1 = 1
Maximum force = 0.013 hartree/bohr
Energy relative to the best compared isomer or geometry (same formula, charge and spin) = 12.2 kcal/mol

# 4
Entry from OMol25: 3 unconnected molecules or ions with the total composition H6O3 at a distorted geometry (ωB97M-V with the def2-TZVPD basis set).

XYZ file:
```
9
Properties=species:S:1:pos:R:3:lowdin_charge:R:1
O 1.690 -0.298 -0.094 -0.05
H 1.378 0.637 0.098 0.07
H 2.055 -0.564 0.704 0.01
O -0.576 1.455 0.029 -0.07
H -0.567 0.913 -0.742 0.01
H -0.859 0.816 0.704 0.04
O -1.181 -1.037 -0.069 -0.07
H -0.177 -1.027 -0.212 0.05
H -1.295 -1.736 0.525 0.01
```

Values from the calculation:
M = 54.05 g/mol
Charge = 0
HOMO level = -11.404 eV
SMILES = O.O.O
Gap between HOMO and LUMO = 12.04 eV
2S+1 = 1
Maximum force = 0.064 hartree/bohr
Energy relative to the best compared isomer or geometry (same formula, charge and spin) = 12.0 kcal/mol

# 5
Entry from OMol25: 3 unconnected molecules or ions with the total composition H6O3 at a distorted geometry (ωB97M-V with the def2-TZVPD basis set).

XYZ file:
```
9
Properties=species:S:1:pos:R:3:lowdin_charge:R:1
O 0.396 0.792 0.538 0.08
H 0.890 1.123 -0.071 -0.03
H 0.254 -0.056 0.272 -0.01
O 1.275 -1.392 -0.929 0.02
H 0.979 -0.672 -1.443 0.03
H 2.191 -1.435 -0.951 0.02
O -2.251 0.732 0.629 -0.21
H -1.148 0.890 0.702 0.06
H -2.585 0.016 1.253 0.04
```

Values from the calculation:
M = 54.05 g/mol
Charge = 0
HOMO level = -10.230 eV
SMILES = O.O.O
Gap between HOMO and LUMO = 10.58 eV
2S+1 = 1
Maximum force = 0.167 hartree/bohr
Energy relative to the best compared isomer or geometry (same formula, charge and spin) = 39.1 kcal/mol

# 6
Entry from OMol25: 3 unconnected molecules or ions with the total composition H6O3 at a distorted geometry (ωB97M-V with the def2-TZVPD basis set).

XYZ file:
```
9
Properties=species:S:1:pos:R:3:lowdin_charge:R:1
O 1.781 -5.310 -0.543 0.14
H 2.418 -5.820 -0.052 0.08
H 1.138 -5.942 -0.847 0.07
O 3.253 4.401 -3.163 0.15
H 3.207 4.501 -2.147 0.15
H 2.543 5.003 -3.584 0.15
O -4.494 1.299 3.516 0.13
H -4.626 0.427 3.880 0.08
H -5.220 1.440 2.939 0.06
```

Values from the calculation:
M = 54.05 g/mol
Charge = +1
HOMO level (spin up / spin down) = -16.491 / -13.563 eV
Gap between HOMO and LUMO (spin up / spin down) = 13.80 / 1.37 eV
2S+1 = 2
Maximum force = 0.039 hartree/bohr
Energy relative to the best compared isomer or geometry (same formula, charge and spin) = 33.6 kcal/mol

# 7
Entry from OMol25: a gas-phase ion, H6O3PSi (charge +1) at a distorted geometry (ωB97M-V with the def2-TZVPD basis set).

XYZ file:
```
11
Properties=species:S:1:pos:R:3:lowdin_charge:R:1
O -1.942 1.200 0.129 -0.15
O 2.831 0.017 0.508 -0.30
O 0.284 -0.480 0.129 -0.42
Si -1.534 -0.286 -0.251 0.63
P 1.733 0.434 -0.568 0.97
H -2.221 1.606 0.951 0.09
H 3.573 -0.525 0.226 0.08
H 0.543 -1.343 0.482 0.09
H 1.313 1.573 0.145 -0.02
H -1.516 -0.301 -1.691 0.01
H -1.939 -1.378 0.615 0.01
```

Values from the calculation:
M = 113.10 g/mol
Charge = +1
HOMO level = -14.846 eV
Gap between HOMO and LUMO = 10.95 eV
2S+1 = 1
Maximum force = 0.025 hartree/bohr
Energy relative to the best compared isomer or geometry (same formula, charge and spin) = 0.0 kcal/mol

# 8
Entry from OMol25: 2 unconnected molecules or ions with the total composition H6O4Si2 at a distorted geometry (ωB97M-V with the def2-TZVPD basis set).

XYZ file:
```
12
Properties=species:S:1:pos:R:3:lowdin_charge:R:1
O -1.437 2.333 -0.110 -0.24
O -1.931 0.300 -1.811 -0.24
O 2.870 -0.919 -0.155 -0.24
O 1.129 -2.135 1.485 -0.27
Si -1.835 0.691 -0.176 0.52
Si 1.481 -0.696 0.760 0.46
H -1.751 2.531 -0.985 0.00
H -2.601 -0.215 -2.234 0.03
H 3.128 -0.089 -0.486 -0.01
H 1.987 -2.682 1.614 0.10
H -3.074 0.493 0.476 -0.07
H 2.036 0.387 1.622 -0.04
```

Values from the calculation:
M = 126.22 g/mol
Charge = 0
HOMO level (spin up / spin down) = -7.684 / -7.678 eV
Gap between HOMO and LUMO (spin up / spin down) = 7.19 / 7.24 eV
2S+1 = 1
Maximum force = 0.057 hartree/bohr
Energy relative to the best compared isomer or geometry (same formula, charge and spin) = 98.3 kcal/mol